(1)
{
  "formula": "C4H16N8O4",
  "method": "ωB97M-V with the def2-TZVPD basis set",
  "elements": ["C", "O", "N", "N", "H", "H", "H", "H", "C", "O", "N", "N", "H", "H", "H", "H", "C", "O", "N", "N", "H", "H", "H", "H", "C", "O", "N", "N", "H", "H", "H", "H"],
  "xyz": [[-1.0156, -1.0677, -0.0258], [-1.6558, -0.5266, 0.8857], [-1.1283, -2.2477, -0.4960], [0.0839, -0.5475, -0.5613], [-0.5745, -2.4790, -1.3084], [-1.9013, -2.8050, -0.1615], [0.4460, 0.3217, -0.1959], [0.6442, -1.0966, -1.1975], [1.3026, 1.3753, 0.7368], [2.4803, 1.6876, 0.4519], [1.0744, 0.5655, 1.6968], [0.2352, 1.6503, 0.0451], [1.7775, 0.0705, 2.2266], [0.1026, 0.3501, 1.8677], [0.4003, 2.1733, -0.8030], [-0.6846, 1.5553, 0.4514], [1.3938, -2.4784, 1.9609], [2.4254, -3.0575, 2.1999], [0.2979, -2.8569, 2.5571], [1.2289, -1.6000, 1.0061], [-0.6501, -2.6798, 2.2569], [0.3064, -3.6154, 3.2240], [2.0625, -1.2830, 0.5320], [0.3742, -1.0652, 1.0659], [-1.6580, 2.4180, -2.1367], [-2.8122, 2.3621, -1.8401], [-0.7522, 1.4695, -1.9845], [-1.1165, 3.4385, -2.6784], [-1.0062, 0.5894, -1.5592], [0.2172, 1.6539, -2.2002], [-1.7284, 4.1722, -3.0059], [-0.1695, 3.5530, -3.0102]],
  "forces_ev_per_angstrom": [[0.808, 2.526, 0.087], [0.095, -0.039, 0.156], [-2.659, -4.808, -0.962], [-0.312, -0.102, -3.996], [-0.592, -0.599, 0.406], [0.130, -0.258, -0.549], [-0.586, -1.183, -1.572], [-0.215, 0.070, 0.371], [5.970, 2.549, 1.257], [-1.207, 0.040, -0.898], [-1.457, -0.121, 4.890], [-0.505, 5.648, 0.417], [-0.075, 0.750, -0.211], [0.049, -0.032, 0.712], [-0.316, 0.358, 1.684], [-0.177, 0.285, -0.266], [1.836, -2.012, -0.723], [2.384, -0.373, 0.571], [-4.541, -1.239, 2.698], [0.655, -1.662, 0.184], [0.352, 0.518, -0.293], [0.671, 0.234, -0.183], [-0.320, 0.172, 0.231], [1.978, -1.169, 0.409], [-0.213, -2.021, 0.131], [-2.499, -0.565, 0.933], [-0.446, -2.642, -1.853], [1.664, 6.505, -3.015], [0.354, 0.401, -0.392], [-0.598, -0.655, -0.694], [0.009, -0.083, 0.303], [-0.236, -0.493, 0.165]],
  "lowdin_charge": [-0.77, 0.05, 0.21, 0.04, 0.14, 0.14, -0.03, 0.15, -0.74, 0.03, 0.17, 0.13, 0.15, 0.12, 0.11, 0.15, -0.77, 0.04, 0.18, 0.10, 0.09, 0.12, 0.15, 0.04, -0.80, 0.08, 0.11, 0.17, 0.09, 0.12, 0.13, 0.12],
  "largest_force_ev_per_a": 7.36,
  "homo_lumo_gap_ha": 0.34253,
  "molar_mass_g_mol": 240.224,
  "relative_energy_kj_mol": 768.1,
  "spin_multiplicity": 1,
  "total_charge": 0,
  "energy_ha": -900.90944
}

=====

(2)
{
  "formula": "C4H16NO2",
  "method": "ωB97M-V with the def2-TZVPD basis set",
  "elements": ["C", "C", "N", "C", "C", "H", "H", "H", "H", "H", "H", "H", "H", "H", "H", "H", "H", "H", "H", "O", "H", "H", "O"],
  "xyz": [[0.4999, -2.2624, 0.8245], [1.0867, -1.4750, -0.3864], [0.1476, -0.2926, -0.5639], [0.3142, 0.3527, -1.9722], [1.4448, 1.2180, -2.4264], [1.0895, -3.1466, 1.1656], [-0.5320, -2.5788, 0.6175], [0.4045, -1.5849, 1.6632], [2.0615, -1.0178, -0.1521], [1.2770, -2.0548, -1.2831], [0.4093, 0.3374, 0.2089], [-0.8029, -0.5907, -0.3339], [-0.5837, 0.9441, -1.8901], [0.2221, -0.5680, -2.5723], [1.1351, 2.2330, -2.6554], [2.1377, 1.3761, -1.5449], [2.0218, 0.6397, -3.1462], [-0.8586, 1.7316, 2.0161], [-0.9249, 0.2334, 2.1137], [-0.3227, 0.9387, 1.8503], [-3.3940, 2.0005, 3.5903], [-3.7946, 1.6354, 2.1774], [-3.0385, 1.9310, 2.6992]],
  "forces_ev_per_angstrom": [[0.415, -0.347, -0.434], [0.075, 0.052, 1.848], [3.030, -0.460, -0.461], [-2.648, -1.150, 0.804], [1.955, -0.429, 2.683], [-0.390, 0.775, -0.526], [0.301, -0.237, -0.238], [0.311, 0.155, 0.322], [-0.323, -0.255, 0.139], [-0.744, 0.001, -0.261], [-0.464, 0.316, -0.044], [0.004, 0.215, -0.711], [-0.560, 0.108, -1.172], [-0.427, 0.849, -0.245], [-0.081, -0.280, -0.668], [-0.388, -0.144, -0.863], [0.002, 0.766, -0.344], [0.088, -0.051, 0.070], [-0.021, 0.068, 0.290], [-0.236, 0.082, -0.133], [0.099, 0.095, 0.137], [0.082, 0.120, -0.011], [-0.079, -0.248, -0.182]],
  "lowdin_charge": [-0.05, -0.16, 0.01, -0.16, -0.06, 0.11, 0.09, 0.06, 0.13, 0.12, 0.12, 0.16, 0.12, 0.13, 0.09, 0.11, 0.09, 0.05, 0.05, -0.05, 0.06, 0.05, -0.05],
  "largest_force_ev_per_a": 3.35,
  "homo_lumo_gap_ha": 0.44572,
  "molar_mass_g_mol": 110.177,
  "relative_energy_kj_mol": 137.7,
  "spin_multiplicity": 1,
  "total_charge": 1,
  "energy_ha": -366.97703
}

=====

(3)
{
  "formula": "C4H16O3S",
  "method": "ωB97M-V with the def2-TZVPD basis set",
  "elements": ["C", "C", "C", "S", "C", "H", "H", "H", "H", "H", "H", "H", "H", "H", "H", "H", "H", "O", "H", "H", "O", "H", "H", "O"],
  "xyz": [[1.7597, 1.9661, 1.6924], [1.0047, 0.6460, 1.5629], [0.4360, 0.4301, 0.1569], [0.8071, -1.2305, -0.4743], [0.1649, -1.0439, -2.1629], [1.1311, 2.8050, 1.3719], [2.0648, 2.0738, 2.7238], [2.6378, 1.9927, 1.0514], [0.2102, 0.6735, 2.2918], [1.6503, -0.1926, 1.8483], [0.8842, 1.1475, -0.5197], [-0.6366, 0.5472, 0.1749], [0.2956, 0.0037, -2.4412], [0.7689, -1.6697, -2.8179], [-0.8795, -1.3276, -2.2703], [-6.4773, -2.9142, 0.7015], [-5.0806, -3.5517, 0.6501], [-5.8031, -3.2539, 0.0922], [4.6476, 3.4093, -1.8163], [3.3309, 2.7958, -1.4046], [3.9305, 3.5157, -1.1840], [-2.0054, -2.5650, 0.9131], [-2.1553, -1.8857, -0.3968], [-2.6864, -2.3717, 0.2566]],
  "forces_ev_per_angstrom": [[-0.191, -0.239, -0.445], [0.317, -0.021, -0.123], [0.169, -0.337, 0.329], [-0.068, -0.023, -0.033], [0.272, 0.105, 0.152], [0.024, -0.069, 0.308], [0.154, 0.384, 0.200], [0.212, -0.076, 0.018], [-0.437, -0.216, 0.197], [0.024, 0.140, -0.063], [-0.035, 0.183, -0.268], [-0.346, 0.251, -0.177], [-0.051, -0.142, -0.165], [-0.056, 0.039, -0.011], [-0.054, 0.036, 0.062], [0.354, -0.177, -0.254], [0.183, 0.123, -0.008], [-0.547, 0.111, 0.184], [0.088, 0.093, 0.027], [-0.064, 0.029, 0.073], [-0.029, -0.137, -0.098], [-0.137, -0.118, 0.087], [-0.419, -0.200, 0.106], [0.637, 0.264, -0.100]],
  "lowdin_charge": [-0.11, -0.33, -0.52, 0.79, -0.40, 0.08, 0.07, 0.06, 0.10, 0.09, 0.06, 0.07, 0.03, 0.03, 0.02, 0.04, 0.01, -0.07, 0.03, 0.02, -0.06, 0.03, 0.00, -0.07],
  "largest_force_ev_per_a": 0.70,
  "homo_lumo_gap_ha": 0.34601,
  "molar_mass_g_mol": 144.236,
  "relative_energy_kj_mol": 48.4,
  "spin_multiplicity": 1,
  "total_charge": 0,
  "smiles": "CCCSC.O.O.O",
  "energy_ha": -785.88396
}

=====

(4)
{
  "formula": "C4H16O4",
  "method": "ωB97M-V with the def2-TZVPD basis set",
  "elements": ["C", "C", "C", "C", "H", "H", "H", "H", "H", "H", "H", "H", "H", "H", "O", "H", "H", "O", "H", "H", "O", "H", "H", "O"],
  "xyz": [[-2.0246, -0.2258, 1.4043], [-1.8228, 0.3722, 0.0769], [-2.4612, -0.0117, -1.0307], [-0.7841, 1.4992, 0.0018], [-1.1885, -0.6798, 1.9419], [-2.8689, -0.9590, 1.4077], [-2.7460, 0.3798, 2.0080], [-2.3031, 0.5578, -1.9457], [-3.3484, -0.6137, -1.2252], [-0.6868, 1.9856, -0.9678], [0.2048, 1.1663, 0.3103], [-1.1608, 2.1773, 0.7771], [3.0570, 1.5365, 0.7868], [2.6324, 0.0780, 0.8689], [3.1411, 0.7038, 0.3118], [0.8803, -1.0279, -1.3313], [-0.5612, -1.3748, -0.7996], [0.3698, -1.6268, -0.7499], [1.2561, -1.4501, 0.7036], [2.0966, -2.1563, 1.7768], [1.7428, -1.2935, 1.5511], [2.4107, 0.6163, -1.2766], [2.3991, 0.0223, -2.6319], [1.7658, 0.3243, -1.9682]],
  "forces_ev_per_angstrom": [[-3.232, -0.965, 1.272], [0.916, 0.042, -1.289], [-0.751, 1.086, -1.033], [-0.834, -0.548, 0.721], [-0.011, 0.621, -0.058], [1.080, -0.695, -0.935], [1.676, 0.873, 0.289], [0.504, 0.068, 0.111], [0.364, -0.594, 1.056], [-0.268, -0.101, 0.071], [0.039, -0.157, 0.103], [0.426, 0.435, -0.260], [0.150, 0.125, -0.117], [0.209, -0.371, -0.024], [-0.075, 0.320, 0.283], [-0.294, 0.225, -0.012], [0.099, 0.189, -0.118], [0.235, -0.538, 0.146], [-0.253, -0.048, 0.185], [0.161, -0.020, 0.122], [-0.167, 0.051, -0.247], [-0.691, -0.046, 0.321], [-0.387, -0.074, -0.361], [1.103, 0.122, -0.227]],
  "lowdin_charge": [-0.09, -0.44, 0.01, -0.05, 0.08, 0.09, 0.10, 0.06, 0.07, 0.08, 0.06, 0.08, 0.06, 0.01, -0.07, 0.01, 0.02, -0.07, 0.01, 0.06, -0.08, 0.02, 0.06, -0.08],
  "largest_force_ev_per_a": 3.60,
  "homo_lumo_gap_ha": 0.37427,
  "molar_mass_g_mol": 128.168,
  "relative_energy_kj_mol": 63.6,
  "spin_multiplicity": 1,
  "total_charge": 0,
  "smiles": "C=C(C)C.O.O.O.O",
  "energy_ha": -462.93773
}